113
Properties=species:S:1:pos:R:3:mulliken_charge:R:1 method="wB97M-V/def2-TZVPD" smiles="C[N+](=O)[O-].C[N+](=O)[O-].C[N+](=O)[O-].c1ccccc1.c1ccccc1.c1ccccc1.c1ccccc1.c1ccccc1.COCCOC.COCCOC" charge=0 e_above_lowest_kj_mol=0.0 orbital_gap_ev=8.99
C 1.9007 5.3378 1.5784 -0.5495
C -2.0599 2.7143 -2.5494 0.1159
O -4.5397 1.0556 0.7035 -0.4630
H 0.2427 -2.4842 -6.0676 0.4452
H -0.9172 -3.1058 -2.5273 0.1376
C 1.8239 0.3883 -5.2999 -0.5227
C 3.5166 -0.0232 3.3517 -0.3624
H 2.9236 -1.0986 0.2254 0.2381
C 0.5477 -1.6019 7.7885 -0.4564
H -2.1750 6.3202 -1.3278 0.3784
H 1.7222 -3.7217 0.4886 0.2795
C 1.6647 -0.9376 -5.6459 -0.5945
C 0.3772 -1.4537 -5.7619 -0.4222
H -1.4306 -2.0445 2.2650 0.1172
C 0.7660 -1.6476 5.3935 -0.0780
H 3.4240 -3.1218 -1.5036 0.1166
C -1.7433 3.7387 -3.4328 -0.3390
H 0.1142 1.1632 -2.0818 -0.2301
C -2.1024 5.2877 -1.6524 -0.4341
O 3.3675 -4.1550 -3.9593 -0.3808
C 2.0147 -4.4408 -4.1996 -0.2985
O -2.6947 -1.1375 -2.9701 -0.5772
O 1.0291 0.2852 -0.3885 0.4275
H -1.9159 -0.1788 1.2275 0.0502
C -0.7300 -2.3892 1.4927 -0.8068
O -4.7893 -0.2746 4.1886 -0.5453
C -4.3779 1.9374 4.6480 -0.8523
H 1.3814 -1.7118 4.5049 0.3124
H -0.0904 -0.5271 -1.9343 -0.0606
C -2.3848 2.9622 -1.2161 0.3077
H 1.6468 6.5944 -1.5668 0.3998
H 0.2333 -4.2064 -0.4362 0.2750
C 0.6454 0.2637 -1.7359 -0.4807
H -3.6904 2.6718 4.2401 0.3155
H 2.8317 0.7600 -5.1534 0.4154
C 3.4106 -0.5192 0.9964 0.1074
C 1.3386 -1.7170 6.6501 -0.5457
H -2.3229 -4.2498 -2.4439 0.3152
H 3.9090 -5.8013 -2.8150 0.3716
C -1.7167 5.0380 -2.9578 -0.7688
H 1.6957 -5.3881 -3.7572 0.3655
H 0.2680 -2.3439 1.9391 -0.0609
O -0.9080 -1.7025 0.2842 0.7160
C 1.7856 3.9703 1.2838 -0.4869
H -2.4618 -1.1773 6.2539 0.4320
H 0.9978 -1.5940 8.7711 0.3744
C 1.6269 4.5288 -1.0697 -0.4399
H 4.2254 0.9212 -0.3371 0.4719
O -2.8875 0.5088 3.5790 -0.4386
C 1.2646 -3.8532 -0.4934 -0.2641
H -1.0186 -3.4236 1.3033 0.4228
C -1.2326 -0.3267 0.3872 -0.6098
H 1.5601 2.5158 -0.2352 -0.0854
N -3.9818 0.6226 4.0745 0.8810
C 1.6534 3.5774 -0.0493 0.5622
H -1.7437 -0.0746 -0.5433 0.0685
C -0.5529 0.7387 -5.2892 0.0451
C -5.1853 -1.1861 0.9509 -0.4745
H 2.4061 -1.8420 6.7886 0.3761
H -1.7053 -1.0295 -5.5745 0.3104
N -5.4502 0.2682 0.7670 0.9872
C 4.1080 0.6447 0.7015 -0.2965
H -5.6095 -1.6504 0.0662 0.3617
C -0.8287 -1.4961 7.6295 -0.5151
H -1.6346 5.8471 -3.6741 0.4200
H 4.9996 -4.4485 -2.8185 0.3937
C -0.6044 -1.4488 5.2399 0.1284
C 3.9373 -4.7019 -2.8052 -0.8276
H -4.1070 -1.3212 0.9469 -0.0813
C -2.4658 4.2706 -0.7605 -0.9131
H 4.6705 1.6681 3.8968 0.4073
H -0.3256 1.6203 0.4276 0.1177
O -3.5305 -2.2820 -1.4096 -0.5458
H 1.3113 -3.7116 -3.7770 -0.1698
C -0.7072 -0.6075 -5.6034 -0.4172
H 2.4239 -1.6687 2.5306 0.2353
C 4.6457 1.3886 1.7538 -0.6855
H 0.9227 2.2649 -4.8546 0.3131
H -5.5921 -1.5863 1.8721 0.3045
H 1.8551 -4.4382 -5.2781 0.3152
O 2.0360 -4.6461 -1.3533 -0.4125
C -1.3972 -1.3412 6.3670 -0.3835
H -2.0331 -3.3444 -3.8795 0.2966
H 1.0595 -2.8705 -0.9514 -0.0835
H -1.4932 -1.3684 8.4761 0.3356
H 5.3133 2.2080 1.5176 0.3653
H 1.8732 3.1772 2.0151 0.4141
H -2.4608 2.1290 -0.5294 0.3996
C 4.3158 1.0836 3.0562 -0.4978
C 1.8640 6.2624 0.5547 -0.4737
C 0.7293 1.2376 -5.1384 -0.3785
H 1.5134 0.1630 -2.3836 0.4666
C -1.9538 -3.2904 -2.7937 -0.7708
H 0.4115 0.4959 1.5272 0.4015
H 3.2158 -0.2405 4.3680 0.2743
H 2.5376 -1.5512 -5.8291 0.3890
H 1.9195 5.5863 2.6323 0.3652
C 1.7380 5.8666 -0.7706 -0.3784
C 3.0734 -0.8295 2.3124 -0.3368
H -2.7007 4.4703 0.2746 0.4464
H -1.4474 1.3096 -5.0845 0.3989
H -0.9566 -1.3649 4.2218 0.1150
H 1.7649 7.3232 0.7575 0.3202
H -1.6251 3.5194 -4.4866 0.4235
O -6.6244 0.5762 0.7596 -0.6043
H 1.4609 4.1569 -2.0746 0.3868
H 3.9783 -4.6135 -0.6475 0.4412
H -5.3991 2.1315 4.3400 0.3297
C 3.3772 -4.2168 -1.4687 -0.1138
N -2.7940 -2.1768 -2.3592 1.1228
H -1.9567 1.6993 -2.9171 -0.0270
C -0.0150 0.5760 0.5260 -0.5969
H -4.2995 1.8596 5.7277 0.3098

=====

116
Properties=species:S:1:pos:R:3:mulliken_charge:R:1 method="wB97M-V/def2-TZVPD" charge=0 e_above_lowest_kj_mol=17.8 orbital_gap_ev=5.80
H -6.2730 2.8340 -1.5268 0.4012
H -0.7387 -1.5667 2.8644 -0.1798
C -6.1161 2.0373 -0.7994 -1.4518
C 0.7063 -3.5920 4.0139 -1.2012
H -6.0319 2.5078 0.1833 0.2178
C -3.7709 1.8397 -1.6940 -0.6831
O -3.9943 3.9081 5.3523 -0.7447
C -3.6594 -0.8660 -1.0778 0.0029
C -1.1186 -1.8255 -2.7292 -0.7773
H -1.8625 2.6492 -3.2813 0.4850
H -0.6944 -4.3471 -6.8833 0.3558
H -2.7378 5.9976 -0.2001 0.3139
C 0.2742 -3.4499 -3.9001 -0.1457
H -1.0686 1.0772 -3.4672 0.2238
H 0.4863 -5.1783 -5.8734 0.3412
H 0.0236 -2.8484 0.7210 -0.0737
H 3.4403 -1.0821 0.8429 -0.2575
C -4.8134 -0.1262 -0.8560 -0.5415
N 2.6762 1.4319 0.3378 1.8654
C 1.9593 -4.8975 -1.2879 -1.8131
C 0.4764 4.5012 3.1489 -0.7901
O 0.2561 3.4227 -0.4230 0.0265
C -1.7973 2.0756 4.0218 -0.9132
H 0.1382 -3.7193 4.9356 0.3840
H 2.1685 1.7894 2.3051 0.5547
C 2.9478 -1.1590 -3.8690 -1.6277
C 4.7357 2.3552 -0.4443 -0.6858
H 4.3090 -2.8718 -1.1606 0.2436
C 0.1152 -2.5139 -2.8758 -0.0246
C -2.9608 2.5519 3.4323 -0.4790
O -1.2059 5.0818 0.8161 -0.3448
H -5.6787 -0.6247 -0.4291 0.4205
C 3.4283 -1.3961 2.9698 -0.4045
H 3.8423 -1.2107 -4.4936 0.4972
C 1.5887 -3.5797 -0.6129 1.0128
C -2.5221 -0.2356 -1.6199 0.1980
H 3.0019 -3.2103 -3.2634 0.3560
C -4.8835 1.2386 -1.1257 0.5232
H 2.3711 -2.5631 4.8961 0.4368
C 3.5680 1.6386 -0.6311 -0.9578
H -3.2077 4.4774 0.6128 0.2384
H 0.0043 -3.4935 3.1845 0.1550
H 2.9093 -4.8483 -1.8209 0.3479
H 2.3629 -3.3187 0.1170 -0.0381
O -4.7652 4.3408 3.0573 -0.7048
H 4.2709 -1.1276 -1.4199 0.1421
N 7.1485 4.2283 1.2664 -0.4633
H 3.1601 -0.3753 3.2806 0.1966
C -3.0374 0.5912 2.0388 0.2094
H 0.8942 5.3929 -0.5984 0.3161
C 4.2451 -2.0969 -1.9256 -1.3763
O -2.5424 5.0555 3.7625 -0.6955
Ba -0.0119 0.3417 0.0727 0.7884
H -0.5264 4.8519 3.3876 0.2552
O 0.4788 3.6533 1.9850 0.3326
N -1.2761 -0.8898 -1.7429 1.8390
H -3.8024 -2.9590 -1.5865 0.4567
C 4.9836 2.8835 0.8183 0.5089
H 3.3384 1.2048 -1.5976 0.2626
C -3.5761 1.8061 2.4404 -0.5215
H 4.9745 -0.7068 1.6413 0.5028
H 0.8588 3.9087 3.9806 0.2446
H -3.8152 2.8913 -1.9612 0.4089
H -1.2168 -5.6191 -5.7872 0.3410
C -2.6179 5.3916 0.6954 -0.6383
C -1.2431 0.8711 3.6179 -0.3899
C 1.6205 -2.3911 4.1158 -0.2080
C -1.4884 1.7772 -2.7438 -1.7266
H -0.6667 2.1562 -2.1280 0.1968
H 5.1382 -2.1697 -2.5501 0.5437
N -1.2808 -1.0934 2.1515 -0.0455
C -2.6084 1.1237 -1.9706 1.5175
C -3.6189 -2.3249 -0.7157 -1.6981
H -3.5299 0.0108 1.2690 0.1501
H 1.6887 4.1999 -1.6505 0.2784
C -1.8770 0.1161 2.6331 0.1364
H 2.9093 -0.1587 -3.4263 0.0839
H 2.0892 4.2695 0.0891 0.1836
O 2.2604 -2.1909 2.8671 -0.0109
P 1.4660 -2.0926 -1.7349 0.6492
C -0.7272 -3.7584 -4.8054 0.2456
H -4.3712 -2.5615 0.0377 0.4751
S -3.6513 4.1232 3.9645 1.2499
H -2.7411 -3.2628 -5.3630 0.4014
H 0.3324 -4.5834 0.8300 0.7090
H 4.4914 -2.3913 1.3916 0.4790
H -1.9836 -1.7348 1.7991 0.2782
H 1.2257 -3.9590 -4.0096 0.1147
H -0.5493 -3.9280 -0.5584 0.3088
C 2.9211 1.9491 1.5429 -0.5793
H -2.9248 5.9153 1.5924 0.2535
H -2.6289 -2.6063 -0.3476 -0.0230
H 1.2910 -4.4945 3.8373 0.3698
C -0.5279 -4.7783 -5.8939 -1.7912
C 0.2704 -3.7394 0.1391 -1.1961
H 1.1449 5.3432 2.9669 0.2969
C 6.1868 3.6343 1.0672 -0.3322
H 4.2185 3.0856 2.8245 0.5989
P -0.7254 3.5622 0.9020 0.1094
H 2.0464 -5.6865 -0.5367 0.5253
H -0.3392 0.4999 4.0934 0.2096
H -1.3323 2.6532 4.8113 0.5235
C -1.9329 -3.0687 -4.6648 -1.1286
H 5.4343 2.5003 -1.2555 0.5816
C -2.1273 -2.1343 -3.6708 -0.8655
H 4.0845 -1.8059 3.7472 0.3942
H 2.0741 -1.2707 -4.5110 0.3101
H 1.0657 -1.4859 4.4031 0.1576
C 1.2967 4.3823 -0.6516 -0.8612
C 2.9877 -2.2314 -2.7807 0.5008
C 4.1253 -1.3930 1.6320 -0.7506
C 4.0596 2.6801 1.8356 -1.0465
H 1.1854 -5.2009 -1.9950 0.3247
H -7.0041 1.4056 -0.7875 0.4016
H -4.4820 2.1875 1.9887 0.7412
H -3.0723 -1.6076 -3.6156 0.4815